Record 1
Here is an isolated ion of composition C22H18ClF2N2O4S and charge -1 from OMol25. Energies are from ωB97M-V/def2-TZVPD.

The geometry in XYZ format:
```
50
Properties=species:S:1:pos:R:3:forces:R:3:mulliken_charge:R:1
O -3.162455 1.751291 -0.843422 0.742 0.225 0.563 -0.6401
O -0.476692 -4.331864 -0.094664 0.733 1.166 -0.404 -0.6693
O -4.160847 3.614202 -0.129593 0.204 0.191 0.363 -0.7772
F -1.422046 0.985550 1.169866 0.452 0.475 -0.089 -0.2424
F 2.137146 -1.056257 -3.469057 -0.072 -0.613 -0.422 -0.3882
Cl 3.345936 1.247042 -4.686213 -0.320 0.100 0.475 -0.2338
O -2.772033 -2.804852 -0.128444 1.317 0.453 0.285 -0.2633
S 1.427128 1.635734 2.250119 -0.262 -0.624 -0.280 -0.3152
C -3.194152 2.817192 -0.169193 -2.954 -0.685 -1.942 0.2404
C -0.378803 -3.193050 -0.565310 -2.644 -0.945 0.557 0.7105
C 1.613671 0.450749 0.918229 -0.503 -0.555 -0.324 0.2291
C 1.233501 -0.887849 0.823511 -0.161 1.357 0.838 0.2118
C -0.469229 5.081009 1.245348 -1.691 -1.896 0.340 -0.5653
C 2.870568 2.238493 -2.177571 -0.197 0.251 2.191 -0.6241
C 0.394495 4.113756 1.761167 0.902 0.733 -0.632 -0.2867
C -1.712049 4.606242 0.733730 1.169 0.361 -0.096 -0.5575
C 2.544828 2.083783 -0.816453 -0.281 -0.583 -0.973 -0.8090
C -1.111868 2.294203 1.108375 1.411 1.424 0.182 0.4338
C 2.239095 -0.052834 -2.594188 0.183 0.131 -0.128 0.5434
C 2.747071 1.164029 -3.032054 0.007 -0.815 -0.551 -0.1271
C 0.156414 2.753898 1.621070 -1.172 -1.198 0.109 0.1371
C -2.000272 3.228336 0.555612 2.130 0.559 1.664 0.1958
C 2.022941 0.837179 -0.396311 0.872 1.539 0.279 0.9317
C 1.883001 -0.250526 -1.269034 -0.675 0.353 1.046 -0.7168
N -1.548100 -2.421893 -0.717956 1.733 -0.520 -0.551 0.5184
N 1.333457 -1.287153 -0.505389 0.102 -1.179 -0.874 0.1397
C -3.442942 -3.839888 -0.822619 0.189 0.079 -0.924 -0.5799
C -1.598439 -1.202971 -1.513640 -0.353 0.934 0.120 -0.8355
C 0.997719 -2.647145 -1.027833 -0.625 1.210 0.553 -1.0460
C 1.369914 -1.703494 3.311214 -0.122 -0.549 0.293 -0.5703
C 1.284144 -2.972655 2.493587 0.395 0.038 -0.408 -0.6655
C 0.656392 -1.676258 1.969843 1.449 -0.346 -0.310 -0.1595
H -0.211702 6.121677 1.356512 -0.245 0.168 -0.087 0.3848
H 3.231170 3.196446 -2.487968 0.250 0.207 -0.463 0.4703
H 1.340409 4.475715 2.199182 -0.388 -0.528 -0.245 0.3289
H -2.475603 5.323249 0.432213 0.132 -0.381 -0.181 0.4316
H 2.663094 2.889363 -0.083685 -0.111 -0.289 -0.450 0.4326
H -4.358554 -4.048962 -0.276729 0.014 0.160 0.146 0.2631
H -2.824035 -4.727994 -0.859754 0.086 -0.224 -0.032 0.2510
H -3.700591 -3.510957 -1.845374 0.051 -0.139 0.288 0.2193
H -1.505482 -0.295863 -0.893547 -0.262 -0.287 -0.154 0.2090
H -2.577321 -1.143952 -2.021006 0.501 -0.049 0.175 0.3042
H -0.787755 -1.156860 -2.262038 -0.398 -0.380 0.263 0.2420
H 1.712312 -3.349147 -0.661517 0.388 -0.616 0.453 0.3068
H 1.099656 -2.668947 -2.114286 -0.266 0.327 0.112 0.3974
H 0.767889 -1.672662 4.232541 0.209 0.204 -0.662 0.2333
H 2.368512 -1.272270 3.426986 -0.472 0.046 -0.261 0.2633
H 2.231223 -3.349016 2.058307 -0.718 0.487 0.080 0.2086
H 0.623415 -3.789694 2.777793 0.003 0.363 0.004 0.2610
H -0.404133 -1.594120 2.019640 -0.732 -0.137 0.065 0.5740
```
Positions in Å, forces in eV/Å.

The structure (SMILES) is CON(C)C(=O)Cn1c(C2CC2)c(Sc2cccc(C(=O)[O-])c2F)c2ccc(Cl)c(F)c21. The calculation puts the strongest force on any atom at 3.6 eV Å⁻¹. The value obtained for the total energy is -2317.7092 Ha. Its charge is -1.

Record 2
Here is C23H15Cl2FN2O4Pt as an isolated structure from OMol25. Energies are from ωB97M-V/def2-TZVPD.

The geometry in XYZ format:
```
48
Properties=species:S:1:pos:R:3:forces:R:3:mulliken_charge:R:1
Pt 0.457529 2.370505 1.249560 1.083 0.786 0.915 0.7777
C 3.029532 -3.923637 -2.342333 -0.013 0.011 -0.027 -1.3627
C 2.279557 -2.883896 -3.168789 0.036 -0.008 -0.003 -0.2280
C 1.561197 -3.468148 -4.377637 0.006 -0.011 0.014 -1.0389
C 0.447003 -4.405364 -3.935188 0.004 -0.001 0.005 -1.1025
C -0.459428 -3.720788 -2.945813 0.015 -0.007 -0.023 1.0327
C -1.761027 -4.141032 -2.775415 0.011 -0.007 0.005 -0.6619
C -2.591950 -3.503662 -1.863491 0.003 0.031 0.028 0.1714
F -3.854701 -3.955022 -1.731761 0.011 0.007 -0.001 -0.3582
C -2.165889 -2.441858 -1.116912 -0.047 -0.025 -0.015 -0.9957
C -0.853705 -1.992528 -1.277249 0.066 0.028 -0.054 0.2024
C -0.408990 -0.840228 -0.462673 0.133 -0.179 -0.003 1.2595
O -1.136308 -0.303106 0.356383 -0.091 0.104 0.084 -0.7469
C 0.962875 -0.433759 -0.719472 0.481 -0.133 0.084 0.3840
C 1.732868 -1.109542 -1.599158 -0.022 0.028 -0.137 0.0965
N 1.307774 -2.166125 -2.330544 0.054 0.084 0.020 0.0635
C 0.005343 -2.628603 -2.184857 -0.124 -0.005 0.065 -0.4996
C 1.482498 0.737982 0.046623 -0.302 -0.200 -0.605 0.0255
O 1.775630 0.650766 1.271475 -0.761 -0.153 0.374 -0.6842
O 1.432265 1.899969 -0.490219 -0.180 -0.141 -0.437 -0.6884
H 3.748114 -4.457980 -2.965080 0.001 0.000 -0.004 0.3810
H 2.343056 -4.648693 -1.904659 0.000 -0.001 0.008 0.3628
H 3.572305 -3.444329 -1.527319 0.000 -0.004 0.005 0.3830
H 2.985874 -2.128369 -3.518390 0.006 -0.015 0.000 0.4917
H 2.283490 -3.991309 -5.004968 0.006 0.001 0.006 0.4203
H 1.143713 -2.648933 -4.967449 -0.006 -0.004 -0.005 0.3657
H 0.873234 -5.304745 -3.481739 -0.002 -0.005 -0.012 0.3407
H -0.135381 -4.740706 -4.793911 -0.004 0.011 -0.001 0.4607
H -2.151659 -4.969008 -3.353739 0.007 -0.004 -0.006 0.5176
H -2.812714 -1.936280 -0.413666 -0.001 -0.002 0.005 0.5886
H 2.761260 -0.819086 -1.777752 0.007 -0.008 -0.002 0.4486
Cl -1.215674 7.016915 0.543617 -0.002 0.040 -0.056 -0.2102
C -1.206800 6.072540 1.983603 0.040 -0.091 0.083 0.4293
C -1.688200 6.628856 3.179516 -0.001 0.000 0.026 -0.6584
C -1.709538 5.913836 4.345833 0.025 -0.009 -0.053 0.6352
Cl -2.313764 6.645536 5.797405 -0.027 0.032 0.062 -0.2567
C -1.241354 4.581158 4.377166 0.013 -0.005 -0.086 0.0709
C -1.209884 3.729665 5.502412 0.016 -0.063 -0.006 -0.6597
C -0.734283 2.452935 5.373641 -0.053 0.052 0.057 -0.7229
C -0.273765 1.998539 4.128294 0.011 -0.010 -0.059 -0.0444
N -0.283898 2.779145 3.071681 0.026 -0.249 -0.165 -0.4538
C -0.760483 4.053366 3.166030 -0.028 0.071 -0.018 0.4503
C -0.726419 4.774721 1.943415 -0.149 0.021 -0.096 0.2757
O -0.276375 4.178772 0.868567 -0.265 0.025 0.012 -0.9754
H -2.050125 7.647532 3.166617 -0.005 0.002 0.004 0.4435
H -1.565511 4.095970 6.455502 -0.001 0.001 0.003 0.4217
H -0.704034 1.781543 6.219209 -0.004 -0.005 0.001 0.3938
H 0.106735 0.996484 3.983616 0.026 0.009 0.006 0.4544
```
Positions in Å, forces in eV/Å.

The calculation puts the strongest force on any atom at 1.6 eV Å⁻¹. The value obtained for the total energy is -2435.5608 Ha.

Record 3
Here is a 8-piece molecular cluster, C18H48Cl9O20P5 overall from OMol25. Energies are from ωB97M-V/def2-TZVPD.

The geometry in XYZ format:
```
100
Properties=species:S:1:pos:R:3:forces:R:3:mulliken_charge:R:1
C -2.907837 -6.381415 -9.495854 -0.359 -1.669 -0.255 -0.7035
O -3.178638 -6.142613 -8.115757 -0.305 -0.380 1.005 -0.2822
P -3.298700 -7.370791 -7.064565 1.071 -0.034 -0.100 1.0219
O -2.146595 -8.362938 -7.216211 -3.295 2.204 0.928 -0.6619
O -3.423432 -6.529359 -5.655885 0.595 -0.401 -1.419 -0.3299
C -4.347436 -5.416613 -5.531736 -0.641 -0.269 0.026 -0.6254
O -4.851876 -7.926314 -7.248513 3.234 2.136 -1.662 -0.2719
C -5.306650 -8.903188 -6.386550 -0.413 -0.554 1.099 -0.6428
H -2.655473 -7.437529 -9.590986 0.124 -0.101 -0.217 0.3136
H -2.053146 -5.849571 -9.913879 -0.280 0.533 0.515 0.2581
H -3.836403 -6.248406 -10.050976 0.202 0.423 -0.127 0.2731
H -5.094212 -5.722101 -4.798864 -0.168 -0.047 -0.203 0.2776
H -4.815509 -5.136759 -6.475498 -0.030 -0.393 -0.033 0.2993
H -3.934026 -4.484306 -5.147026 0.902 -0.417 0.019 0.2806
H -5.710724 -8.378205 -5.520981 -0.555 -0.361 0.132 0.2333
H -4.503174 -9.529754 -5.999344 -0.032 -0.368 -0.304 0.3368
H -6.047541 -9.447470 -6.972174 -0.047 -0.298 0.600 0.2233
C -9.369491 6.014373 5.940145 -1.398 -0.654 0.562 -0.7194
O -7.975203 5.806495 5.943263 1.926 0.102 -0.909 -0.3183
P -7.140147 6.068384 4.567964 -0.971 -0.066 -0.321 1.0998
O -7.537657 5.162438 3.458313 0.601 1.569 1.138 -0.6687
O -5.579758 6.023313 4.985668 -2.617 -0.921 0.988 -0.2910
C -4.631235 6.402145 4.032771 0.972 0.521 -0.788 -0.6872
O -7.414775 7.662910 4.320163 -0.402 -1.730 -0.871 -0.3227
C -7.207866 8.553341 5.379930 1.068 0.891 0.838 -0.7754
H -9.667348 6.988663 6.327640 0.359 0.274 -0.372 0.2579
H -9.817061 5.306048 6.637319 0.337 -0.137 0.236 0.2775
H -9.888624 5.765387 5.014619 0.483 0.379 -0.405 0.3428
H -4.948750 6.339679 2.991915 -0.510 0.053 0.069 0.3439
H -3.778188 5.725840 4.087624 0.063 0.216 0.386 0.2545
H -4.380529 7.433657 4.280222 0.500 -0.046 -0.329 0.2490
H -6.814467 8.038703 6.256567 -0.117 0.072 0.128 0.3653
H -8.067783 9.157230 5.669711 -0.455 -0.494 -0.267 0.2931
H -6.459549 9.284810 5.074851 0.167 -0.031 -0.087 0.2987
C 3.537276 6.933647 4.723105 1.202 -0.523 0.060 -0.6379
O 2.323574 7.222389 5.347010 -1.902 1.085 2.571 -0.3293
P 2.320114 8.084423 6.730878 -0.086 0.990 0.004 0.9976
O 2.929731 9.445185 6.643321 -0.733 -1.687 0.108 -0.6665
O 3.061525 7.117269 7.790468 0.188 1.002 0.560 -0.3088
C 3.748144 7.765811 8.916418 0.404 -0.653 0.420 -0.7094
O 0.766305 8.059441 7.189118 0.534 -0.251 0.050 -0.3026
C 0.216731 8.682103 8.406419 0.444 -0.330 -0.303 -0.5903
H 3.660416 5.851251 4.686374 -0.264 -0.070 -0.396 0.2565
H 4.380909 7.247666 5.337749 0.129 0.488 -0.271 0.3140
H 3.533417 7.386698 3.731725 0.239 -0.080 0.124 0.2499
H 4.725551 7.298350 9.035823 0.296 0.375 -0.796 0.2782
H 3.363901 7.523071 9.907135 -1.179 -0.250 -0.304 0.2746
H 3.785672 8.853966 8.865491 0.158 -0.201 -0.563 0.3585
H 0.974019 9.149989 9.035461 0.139 0.667 -0.660 0.2711
H -0.210570 7.989052 9.131119 -0.046 -0.874 -0.694 0.2808
H -0.604696 9.318368 8.076962 0.473 0.311 0.089 0.2636
C 11.111654 -1.908652 -8.392154 1.091 0.629 0.513 -0.6545
O 10.111075 -1.675277 -9.353182 -3.448 -0.461 -0.136 -0.2941
P 8.572367 -1.332845 -8.843315 -0.687 0.067 -0.735 1.0399
O 8.465222 -0.051560 -8.095901 0.031 -1.693 -0.996 -0.6627
O 7.561810 -1.385012 -10.164548 1.438 0.454 0.354 -0.3343
C 7.558831 -2.386699 -11.192608 0.557 -1.485 0.071 -0.6924
O 8.024178 -2.655249 -8.068860 0.321 1.078 0.104 -0.3139
C 6.722655 -2.535477 -7.400575 0.287 -0.632 0.250 -0.6751
H 11.237706 -2.933152 -8.041998 -0.561 -0.172 -0.264 0.2532
H 10.958064 -1.254195 -7.534139 0.134 0.004 0.078 0.3403
H 12.032446 -1.626320 -8.902580 0.090 0.028 0.241 0.2430
H 7.896673 -2.111191 -12.191635 0.320 0.997 0.357 0.3052
H 6.600684 -2.863941 -11.398257 -0.586 0.669 0.705 0.2989
H 8.170273 -3.245999 -10.917225 0.312 0.102 0.242 0.2875
H 6.834091 -2.688531 -6.327144 0.470 0.230 -0.013 0.2680
H 6.119039 -3.385496 -7.718746 -0.027 0.245 -0.419 0.2654
H 6.211511 -1.584014 -7.547331 0.257 -0.062 -0.348 0.3256
C 4.028084 -0.943280 0.081215 1.311 0.643 -0.154 -0.6953
O 2.637525 -0.802766 0.091323 -1.978 -0.715 0.386 -0.3038
P 1.671832 -1.995687 0.612561 0.728 -0.112 0.353 1.0022
O 1.718008 -2.214394 2.068171 0.432 -0.160 -0.768 -0.6539
O 0.210113 -1.568849 0.146851 0.596 -0.044 0.111 -0.2940
C -0.325069 -0.364495 0.717831 -0.180 1.243 -0.473 -0.7256
O 2.107680 -3.238826 -0.346661 -0.304 1.770 1.048 -0.2605
C 1.137584 -4.027652 -0.990953 -0.915 -0.542 -0.901 -0.6087
H 4.388075 -1.800742 0.649776 -0.049 -0.204 -0.396 0.3401
H 4.517254 -0.070058 0.512837 -0.406 0.175 0.462 0.2700
H 4.357388 -0.872530 -0.955446 0.098 -0.818 -0.064 0.2466
H -1.115846 -0.446940 1.463465 -0.061 -0.991 -0.229 0.2749
H -0.702547 0.179303 -0.148134 -0.169 0.124 0.207 0.2875
H 0.402529 0.281884 1.208642 0.482 -0.316 -0.210 0.3131
H 0.157626 -3.550549 -1.003299 -0.053 -0.178 0.485 0.3082
H 1.108434 -5.026591 -0.555792 -0.113 0.132 0.117 0.2488
H 1.352275 -4.124721 -2.055187 0.575 -0.020 0.040 0.2497
C -2.646006 -5.135587 5.245053 -0.018 0.423 0.015 0.0789
Cl -3.881715 -5.222343 6.533257 0.244 0.089 -0.575 -0.1218
Cl -3.295636 -5.274133 3.608499 -0.368 0.047 0.133 -0.1218
Cl -1.434166 -6.363926 5.477319 0.372 -0.346 0.224 -0.1150
H -2.155682 -4.163177 5.291003 -0.221 -0.207 0.191 0.2798
C -9.329789 -1.221575 3.518986 -0.204 0.221 0.197 0.0630
Cl -9.507577 -2.948589 3.646613 0.223 -0.719 -0.195 -0.1148
Cl -7.742037 -0.697085 4.105097 -0.292 0.025 -0.149 -0.1093
Cl -10.654571 -0.510591 4.464408 0.203 0.398 -0.161 -0.1248
H -9.442054 -0.937927 2.472543 0.074 0.078 0.314 0.2862
C 6.811984 -6.307344 3.784002 -0.105 -0.157 0.229 0.0666
Cl 7.862648 -5.083747 4.545298 -0.108 -0.367 -0.486 -0.1162
Cl 7.117852 -7.923667 4.483296 0.012 0.459 -0.270 -0.1202
Cl 6.934237 -6.362471 1.994479 0.018 0.187 0.944 -0.1149
H 5.801073 -6.032099 4.084687 0.174 -0.113 -0.423 0.2850
```
Positions in Å, forces in eV/Å.

The structure (SMILES) is COP(=O)(OC)OC.COP(=O)(OC)OC.COP(=O)(OC)OC.COP(=O)(OC)OC.COP(=O)(OC)OC.ClC(Cl)Cl.ClC(Cl)Cl.ClC(Cl)Cl. The calculation puts the strongest force on any atom at 4.2 eV Å⁻¹. The value obtained for the total energy is -8068.2405 Ha.